[1]
C20H25ClN4O | ωB97M-V/def2-TZVPD

Values from the calculation:
E_HOMO: -8.2 eV
Structure (SMILES): CCN1CCN(Cc2ccc(NC(=O)Nc3ccccc3Cl)cc2)CC1
2S+1: 1

Structure (XYZ):
```
51
Properties=species:S:1:pos:R:3:forces:R:3
N 0.68512 -2.09340 3.71911 0.43 -0.13 0.27
C 2.87328 1.51615 -3.62570 0.15 0.21 0.16
H 1.38650 -2.66580 4.16706 -0.22 0.02 0.02
H -3.05049 -3.48149 4.64711 0.01 -0.01 0.02
H -0.33587 0.36161 3.46424 -0.06 -0.01 0.05
H 1.43224 3.00780 -5.04114 -0.01 0.02 0.09
H 2.77657 -2.24251 2.12280 0.02 -0.12 -0.02
H 3.41567 0.56830 -3.55621 0.10 0.07 0.01
C 2.68970 -0.31856 1.19038 -0.05 0.11 0.10
C -3.58898 -2.98880 3.85472 0.07 -0.07 0.11
C -0.60077 -2.55108 3.90143 0.05 0.01 -0.15
H 3.34864 2.13362 -4.39059 0.01 -0.04 0.00
H 2.45871 3.20398 -2.31987 0.04 -0.02 0.04
H -6.70620 -2.63229 2.58802 -0.10 -0.01 -0.01
O -0.84608 -3.39490 4.73449 -0.17 -0.23 0.21
C 2.02346 0.89843 1.09698 -0.06 0.11 0.16
C 1.13786 -1.07919 2.86227 -0.02 0.35 -0.22
C 0.95080 1.11383 -1.60845 -0.11 -0.23 -0.22
C 2.46856 1.91338 0.08284 0.05 -0.03 -0.11
H -5.49012 -3.76269 4.42106 -0.03 -0.06 0.07
N 1.51996 1.20426 -4.03517 0.09 0.01 -0.10
C 0.49669 0.15662 2.80760 0.12 -0.12 0.15
C -2.87514 -2.19511 2.95987 -0.29 -0.09 0.04
H -1.07194 1.25755 -5.02569 -0.12 -0.07 0.01
C 0.93438 1.12722 1.92535 0.15 -0.04 -0.14
H 3.54153 -0.49870 0.55322 0.11 -0.05 -0.09
C -4.94772 -1.71703 1.79380 0.00 -0.05 0.05
H 0.14556 1.27975 -6.30026 0.03 -0.05 -0.09
H -0.16504 0.26180 -3.24973 -0.01 -0.07 0.01
C 0.87707 0.44009 -2.98355 -0.12 0.01 0.21
H 0.36349 2.05178 -1.61315 0.02 -0.02 0.06
H 3.99982 2.37317 -1.99465 -0.02 0.06 0.00
H -5.46371 -1.21741 0.98857 0.00 0.05 -0.07
H 3.52644 2.14780 0.23957 -0.07 0.08 -0.01
C 0.74535 2.33355 -4.52326 -0.19 -0.10 -0.19
H 0.41764 2.07517 1.88438 -0.05 0.10 -0.03
C -4.95572 -3.14236 3.71809 -0.02 0.07 -0.08
C -0.31845 1.86913 -5.51463 0.17 0.17 0.18
H 0.51570 0.44995 -0.85818 -0.06 0.04 -0.05
H 1.38923 -0.52459 -2.92279 -0.10 -0.04 0.06
Cl -2.72394 -0.56121 0.78986 -0.01 0.04 -0.04
H -0.81163 2.72965 -5.96010 -0.14 0.06 -0.06
C 2.95209 2.21515 -2.26303 0.13 -0.11 -0.27
H 0.26239 2.90644 -3.71591 0.10 0.05 -0.05
N -1.50848 -1.98819 3.04174 0.27 0.32 -0.39
N 2.33775 1.36672 -1.25931 0.03 0.10 0.05
C -3.58242 -1.56409 1.93020 -0.02 -0.06 0.06
C -5.63949 -2.51107 2.69319 -0.06 0.01 -0.04
H -1.13760 -1.38348 2.31678 -0.03 -0.19 0.20
C 2.25786 -1.29687 2.06277 -0.09 -0.02 0.03
H 1.88971 2.84790 0.20388 0.07 -0.05 0.01
```
Forces are in eV/Å.

***

[2]
C20H25ClN4O2 | ωB97M-V/def2-TZVPD

Values from the calculation:
E_HOMO: -7.3 eV
Structure (SMILES): COc1ccc(N2CCN(CCNC(=O)Nc3ccc(Cl)cc3)CC2)cc1
2S+1: 1

Structure (XYZ):
```
52
Properties=species:S:1:pos:R:3:forces:R:3
H 2.61532 -0.78890 0.05003 0.08 0.13 0.06
N 3.43596 -0.86493 -3.70730 0.15 0.38 -0.04
O -6.34650 1.22374 3.28392 0.25 0.21 -0.12
H 3.93491 -0.02083 -3.94976 -0.09 -0.16 0.12
C 3.00517 -0.98900 -2.40141 0.32 0.35 -0.18
H 3.61114 0.95842 -2.09115 -0.01 -0.13 -0.05
C -0.00506 0.09806 3.05630 0.02 -0.27 -0.30
H -8.12067 0.42536 3.73607 0.06 -0.07 0.04
H 0.77102 0.62523 -0.89957 0.03 0.07 -0.01
H 4.35759 -2.11080 -7.96162 0.03 0.00 -0.09
N 1.05508 1.17370 1.13752 0.02 0.08 -0.09
C 2.66960 -3.91681 -5.65299 0.13 0.08 -0.24
H 3.57374 0.68054 0.34203 -0.08 -0.06 0.01
C 3.35983 -1.80392 -4.73447 -0.10 -0.30 -0.21
H -6.85208 -0.78441 3.42225 0.00 0.03 0.03
H -2.30621 -0.57224 4.40675 0.06 -0.04 0.06
H 0.93870 0.14765 3.60847 -0.03 -0.10 -0.02
C 2.71795 -3.03213 -4.59287 -0.04 0.03 0.17
C -2.92345 2.26645 2.69858 0.15 -0.05 0.00
Cl 3.19604 -4.69331 -8.18739 -0.01 -0.15 -0.18
C 1.52744 1.06825 -0.22924 0.21 -0.18 0.04
H 1.75274 2.07549 -0.59409 -0.04 -0.03 -0.02
C 3.25882 -3.58316 -6.86138 0.00 0.10 0.14
H -0.54955 -0.79054 3.36809 0.06 0.03 0.04
H 0.88887 -0.89085 1.36078 -0.05 -0.06 -0.02
N -0.76407 1.29442 3.35594 0.37 0.08 0.19
H -4.88054 3.01040 2.26294 -0.06 0.10 -0.06
C 3.94788 -1.48271 -5.95797 -0.06 -0.03 0.15
C -7.06983 0.18283 3.88837 -0.10 -0.15 0.09
C -4.23140 0.16123 3.92183 -0.34 -0.02 -0.05
H 0.85675 3.24451 1.08733 -0.05 0.00 -0.02
C -2.15585 1.25610 3.28772 -0.42 -0.06 0.15
H 2.17256 -4.86715 -5.53948 -0.04 -0.09 -0.01
H -0.58954 3.36098 3.12215 0.04 -0.01 0.02
H -2.45307 3.10242 2.20580 0.07 0.05 -0.05
C -4.30130 2.22481 2.72261 -0.30 -0.19 0.13
N 3.31598 0.10631 -1.64152 0.05 0.30 0.07
O 2.44773 -1.96258 -1.94764 -0.25 -0.36 0.08
H 2.26466 -3.28654 -3.65001 -0.02 -0.02 0.00
H 4.44896 -0.53251 -6.08027 0.05 0.10 -0.02
C 3.90001 -2.36522 -7.01867 -0.07 -0.11 0.03
C -0.03951 2.45120 2.88374 -0.04 0.21 -0.25
H -0.67118 2.36571 0.80684 0.05 0.02 -0.01
C -2.85032 0.21372 3.90589 0.17 0.08 -0.13
H 0.91301 2.47436 3.42448 -0.04 0.09 -0.06
H -0.65281 -0.07559 1.00110 0.07 -0.02 0.00
C 0.29981 0.00504 1.55733 0.04 -0.13 0.29
H -6.86665 0.12031 4.96303 0.00 -0.01 -0.04
H -4.70988 -0.67124 4.41392 -0.07 -0.05 0.04
C -4.97843 1.16967 3.32707 0.05 0.15 -0.07
C 0.27042 2.37134 1.38433 0.01 0.14 0.27
C 2.81021 0.22714 -0.29437 -0.24 0.05 0.10
```
Forces are in eV/Å.

***

[3]
C20H25ClN5 | ωB97M-V/def2-TZVPD

Values from the calculation:
E_HOMO: -4.3 eV
Charge: -1
2S+1: 1

Structure (XYZ):
```
51
Properties=species:S:1:pos:R:3:forces:R:3
H 2.28188 3.49410 6.77085 0.69 -0.16 -0.08
C 2.24572 3.49422 5.69146 0.90 1.15 -0.27
C 3.92133 -5.81045 -1.90319 -0.58 0.56 0.62
C 1.01656 3.81409 5.03588 0.14 -0.99 1.97
N 3.29314 -4.65552 -1.46488 0.62 -1.72 -0.93
C 1.81141 -6.34116 -1.20668 -0.32 1.08 -0.29
Cl -0.13655 0.05454 0.18842 -0.04 0.02 -0.08
H 5.61933 4.45179 -1.03129 -0.42 -0.30 -0.51
H -6.62295 3.77703 -3.86094 -0.05 -0.09 0.15
H 4.04630 2.04610 -0.80592 0.02 0.37 -0.10
C -5.94834 -4.65406 -0.95376 0.29 0.74 0.68
H 5.49028 0.52312 0.45193 0.14 0.03 -0.37
N 5.87239 1.33731 -0.00761 0.64 1.18 -0.42
C -6.09583 3.47188 -2.96907 -0.29 -0.63 0.66
H -3.68927 -4.68100 -0.65117 -0.24 -0.28 0.14
H 4.34030 3.45598 4.74202 -0.13 -0.26 0.36
C 5.88332 3.43234 -0.79162 -1.58 -0.27 -0.20
C -5.99911 -2.40194 -0.74210 1.69 1.24 0.31
H 0.07609 4.09780 5.48468 0.01 -0.53 0.03
C 2.99617 -6.83928 -1.72899 2.11 -1.21 -0.47
C 1.27562 3.68460 3.75050 0.84 1.41 -4.09
H 0.86664 -6.82834 -1.01575 0.24 -0.06 -0.01
C 3.26085 3.46193 4.70817 -0.51 0.41 1.51
C -6.77236 -3.48097 -0.90044 -1.05 -1.44 -0.75
H -4.24427 2.53756 -3.73866 0.03 0.00 0.17
H 4.91695 -5.61011 -2.27063 0.09 -1.04 -0.03
C 7.15162 3.13640 -0.33929 1.63 -1.39 1.77
C 2.03224 -5.00053 -1.13136 -1.37 2.63 0.99
H -7.84556 -3.46814 -1.02077 0.06 0.03 -0.16
H -7.47758 4.01073 -1.34532 0.07 -0.09 0.30
C 7.16724 1.83856 0.19221 -1.70 0.34 -0.83
H 3.00333 3.67787 2.57315 0.33 -0.32 0.45
H -6.31976 -5.61606 -1.27470 0.32 -0.13 0.44
N -4.70208 -2.83781 -0.56449 -0.04 -1.07 0.06
C -5.53972 3.08701 -0.75187 -0.02 0.40 -2.43
C -4.66772 -4.22405 -0.63603 -0.48 0.75 -1.11
H 7.94616 3.85385 -0.19656 0.12 -0.13 -0.32
H 3.78632 -3.77484 -1.42918 -0.77 0.00 0.03
H 7.91283 1.18958 0.62733 0.05 0.34 0.01
H -3.62995 2.31701 -1.27013 -0.10 -0.15 -0.25
N -4.50065 2.70442 -1.60463 -1.04 -0.57 0.17
H 3.16921 -7.89820 -1.85205 0.27 0.08 -0.35
C -4.90741 2.81242 -2.93175 1.48 0.62 0.76
C 5.08275 2.29846 -0.63714 1.01 -0.18 1.01
C -6.52473 3.57870 -1.61333 -0.07 0.26 0.70
H 1.37798 -4.16141 -0.94636 -0.34 -0.29 0.45
N 2.65201 3.67104 3.52005 -1.93 -0.96 -0.15
H -3.84102 -2.31649 -0.48140 -0.38 0.34 0.08
H -5.49459 2.94233 0.31745 0.06 0.17 -0.19
H 0.67509 3.69481 2.85292 -0.34 0.21 0.24
H -6.21136 -1.34737 -0.83818 -0.08 -0.10 0.34
```
Forces are in eV/Å.

***

The energy relative to the best compared isomer or geometry (same formula, charge and spin) results, record by record, are as follows: 10.50, 16.96, 336.18 kJ/mol.
The HOMO-LUMO gap results, record by record, are as follows: 0.3258, 0.2854, 0.2502 Eh.